No. 1
Here is C34H38BN4P2PdS as an isolated structure at a distorted geometry from the Open Molecules 2025 dataset. Energies are from ωB97M-V/def2-TZVPD.

XYZ file:
```
81
Properties=species:S:1:pos:R:3
Pd 12.564 7.981 10.924
C 19.898 10.708 12.896
S 19.002 11.487 14.322
C 17.424 10.648 14.560
C 16.529 10.143 13.428
C 15.705 8.983 13.779
N 14.552 8.859 12.880
P 14.629 8.632 11.133
C 16.002 7.732 10.406
C 16.802 6.833 11.204
C 17.825 6.026 10.568
C 18.102 6.263 9.241
C 17.455 7.288 8.558
C 16.373 7.935 9.084
C 14.882 10.343 10.426
C 13.751 11.225 10.548
C 13.896 12.623 10.464
C 15.056 13.141 9.858
C 16.172 12.272 9.677
C 16.081 10.856 9.837
P 12.836 8.650 13.102
C 12.527 7.190 13.994
C 11.244 7.055 14.555
C 10.914 5.842 15.138
C 11.977 4.924 15.447
C 13.256 5.154 14.984
C 13.521 6.195 14.160
C 12.099 9.983 13.989
C 12.221 9.980 15.390
C 11.703 11.042 16.104
C 10.978 12.093 15.496
C 10.697 12.038 14.159
C 11.227 10.981 13.380
H 20.305 11.517 12.288
H 19.291 10.018 12.313
H 20.726 10.177 13.399
H 16.994 11.398 15.222
H 17.651 9.767 15.175
H 17.302 9.814 12.652
H 16.019 11.074 13.041
H 15.299 9.033 14.827
H 16.286 8.099 13.703
H 16.654 6.652 12.310
H 18.287 5.200 11.062
H 18.944 5.822 8.776
H 17.802 7.602 7.520
H 15.805 8.615 8.465
H 12.818 10.714 10.674
H 13.062 13.309 10.685
H 15.146 14.196 9.629
H 17.028 12.776 9.212
H 16.938 10.254 9.510
H 10.547 7.908 14.717
H 9.877 5.605 15.400
H 11.768 4.041 16.022
H 14.107 4.501 15.230
H 14.343 6.266 13.495
H 12.838 9.211 15.899
H 12.011 11.131 17.097
H 10.767 12.964 16.169
H 10.068 12.748 13.628
H 11.039 10.989 12.301
B 9.568 10.850 7.866
C 10.109 10.068 9.121
N 10.494 9.752 10.203
H 9.792 9.950 7.024
H 10.129 11.978 7.794
H 8.348 10.999 7.858
N 9.911 6.791 9.890
C 10.826 6.216 9.143
C 10.484 5.205 8.174
C 11.390 4.784 7.246
C 12.721 5.331 7.434
C 13.050 6.113 8.509
N 12.110 6.681 9.296
H 8.874 6.572 9.713
H 10.073 7.676 10.372
H 9.442 5.040 8.033
H 11.068 4.210 6.384
H 13.547 4.934 6.865
H 14.095 6.415 8.667
```

**Net charge**: -1
**E_HOMO (alpha / beta)**: -0.08655 / -0.08657 Ha
**LUMO level (alpha / beta)**: 2.317 / 2.317 eV

Here are the Löwdin charges for atoms 1 to 4, given in e: number 1, Pd, carries 0.297; number 2, C, carries -0.381; number 3, S, carries 0.771; number 4, C, carries -0.545

***

No. 2
Here is C34H38BrF5HgI2NO3Sb2 as an isolated structure at a distorted geometry from the Open Molecules 2025 dataset. Energies are from ωB97M-V/def2-TZVPD.

XYZ file:
```
87
Properties=species:S:1:pos:R:3
Hg 0.174 0.406 0.738
C 1.784 -2.852 1.611
C 2.622 -2.438 0.481
C 3.103 -1.175 0.729
C 2.614 -0.782 2.018
C 1.786 -1.849 2.536
C 1.114 -1.814 3.875
C 3.162 0.326 2.844
C 4.023 -0.372 -0.142
C 2.934 -3.306 -0.689
C 1.072 -4.161 1.661
H 1.836 -1.972 4.683
H 0.347 -2.585 3.948
H 0.631 -0.850 4.048
H 4.052 -0.027 3.380
H 2.446 0.671 3.588
H 3.460 1.181 2.237
H 5.069 -0.665 -0.002
H 3.944 0.693 0.077
H 3.779 -0.508 -1.198
H 3.768 -3.980 -0.462
H 3.215 -2.713 -1.559
H 2.077 -3.923 -0.958
H 1.783 -4.990 1.586
H 0.371 -4.249 0.826
H 0.506 -4.277 2.584
C 1.421 -2.197 -3.461
Sb -0.017 -0.860 -2.455
C -1.621 -2.218 -2.979
C -0.086 0.254 -4.391
C -1.233 1.165 -4.635
C -2.452 0.639 -5.068
C -3.552 1.441 -5.312
C -3.449 2.815 -5.133
C -2.240 3.354 -4.724
C -1.123 2.555 -4.473
C 0.148 3.174 -4.022
Sb 0.336 2.950 -1.830
C 1.740 4.627 -1.636
C -1.353 4.235 -1.474
H 0.998 -2.562 -4.399
H 1.650 -3.052 -2.825
H 2.351 -1.667 -3.678
H -1.468 -2.573 -3.999
H -2.564 -1.684 -2.895
H -1.619 -3.066 -2.294
H -0.073 -0.549 -5.130
H 0.873 0.770 -4.415
H -2.526 -0.432 -5.217
H -4.485 0.999 -5.643
H -4.302 3.459 -5.313
H -2.149 4.427 -4.594
H 0.175 4.246 -4.224
H 1.023 2.709 -4.482
H 1.426 5.481 -2.239
H 2.745 4.325 -1.934
H 1.765 4.927 -0.588
H -1.185 5.217 -1.919
H -1.512 4.335 -0.402
H -2.228 3.764 -1.919
I 0.448 2.645 2.057
I 0.909 5.227 3.756
Br -8.309 1.378 -1.076
C -6.602 1.617 -0.258
C -6.526 2.230 0.981
N -5.367 2.436 1.593
C -4.250 2.034 0.988
C -4.244 1.400 -0.251
C -5.455 1.186 -0.893
C -2.950 0.979 -0.933
O -3.054 0.292 -1.968
O -1.890 1.397 -0.400
H -7.417 2.575 1.494
H -3.320 2.224 1.511
H -5.461 0.693 -1.856
F -4.312 -4.254 4.123
C -3.505 -3.632 3.235
C -2.967 -2.387 3.518
F -3.264 -1.799 4.686
C -2.141 -1.763 2.609
F -1.646 -0.550 2.922
C -1.777 -2.325 1.356
O -0.998 -1.771 0.513
C -2.366 -3.597 1.123
F -2.088 -4.218 -0.043
C -3.199 -4.225 2.022
F -3.716 -5.435 1.737
```

**Net charge**: -2
**Multiplicity**: 2
**⟨S²⟩**: 0.7711
**E_HOMO (alpha / beta)**: -0.08006 / -0.08046 Ha
**LUMO level (alpha / beta)**: 3.725 / 2.930 eV

Here are the Löwdin charges for atoms 1 to 4, given in e: number 1, Hg, carries 0.685; number 2, C, carries -0.199; number 3, C, carries -0.189; number 4, C, carries -0.252

***

No. 3
Here is C34H38BrF5HgI2NO3Sb2 as an isolated structure from the Open Molecules 2025 dataset. Energies are from ωB97M-V/def2-TZVPD.

XYZ file:
```
87
Properties=species:S:1:pos:R:3
Hg 0.889 -1.822 -0.829
C -2.289 -2.882 -1.902
C -2.682 -2.083 -0.835
C -2.735 -2.911 0.380
C -2.406 -4.182 0.037
C -2.122 -4.189 -1.398
C -1.752 -5.401 -2.171
C -2.321 -5.387 0.913
C -3.086 -2.400 1.744
C -3.044 -0.639 -0.854
C -2.100 -2.476 -3.332
H -2.650 -5.915 -2.536
H -1.210 -6.130 -1.564
H -1.145 -5.149 -3.041
H -1.380 -5.926 0.778
H -3.109 -6.110 0.683
H -2.412 -5.113 1.965
H -4.041 -2.801 2.101
H -3.164 -1.311 1.752
H -2.326 -2.672 2.481
H -4.069 -0.491 -0.495
H -2.967 -0.212 -1.853
H -2.389 -0.062 -0.194
H -2.888 -2.868 -3.982
H -1.147 -2.840 -3.726
H -2.089 -1.391 -3.432
C 3.910 -1.339 1.793
Sb 1.908 -0.583 1.780
C 1.595 -0.843 3.896
C 2.438 1.527 1.781
C 2.168 2.244 3.057
C 3.133 2.247 4.066
C 2.922 2.872 5.284
C 1.718 3.521 5.516
C 0.752 3.534 4.522
C 0.951 2.907 3.291
C -0.144 2.913 2.275
Sb -1.355 1.110 2.342
C -2.442 1.802 4.087
C -2.809 1.884 0.961
H 4.484 -0.891 2.606
H 4.352 -1.090 0.830
H 3.888 -2.422 1.908
H 2.462 -0.492 4.455
H 1.443 -1.906 4.086
H 0.712 -0.297 4.227
H 1.906 1.938 0.929
H 3.501 1.526 1.543
H 4.075 1.742 3.877
H 3.694 2.853 6.044
H 1.532 4.016 6.462
H -0.189 4.044 4.696
H 0.226 2.974 1.253
H -0.834 3.740 2.455
H -2.811 2.817 3.927
H -1.784 1.794 4.956
H -3.287 1.142 4.287
H -3.099 2.891 1.264
H -3.692 1.244 0.940
H -2.363 1.909 -0.032
I 1.389 -4.332 -0.311
I -0.394 -9.075 -0.151
Br -0.414 1.968 -6.880
C -0.252 2.474 -5.061
C -0.124 3.815 -4.738
N 0.000 4.239 -3.484
C 0.002 3.320 -2.520
C -0.122 1.956 -2.755
C -0.248 1.518 -4.065
C -0.065 0.974 -1.605
O -0.089 -0.247 -1.972
O 0.042 1.410 -0.459
H -0.115 4.567 -5.519
H 0.117 3.670 -1.501
H -0.323 0.460 -4.277
F 2.540 2.874 -5.627
C 2.621 2.088 -4.535
C 3.071 2.593 -3.330
F 3.438 3.884 -3.252
C 3.144 1.788 -2.209
F 3.583 2.348 -1.066
C 2.773 0.425 -2.207
O 2.781 -0.313 -1.152
C 2.336 -0.043 -3.469
F 1.930 -1.323 -3.567
C 2.254 0.754 -4.591
F 1.798 0.244 -5.747
```

**Net charge**: -2
**Multiplicity**: 2
**⟨S²⟩**: 0.7655
**E_HOMO (alpha / beta)**: -0.07793 / -0.07795 Ha
**LUMO level (alpha / beta)**: 3.584 / 3.557 eV

Here are the Löwdin charges for atoms 1 to 4, given in e: number 1, Hg, carries 0.653; number 2, C, carries -0.251; number 3, C, carries -0.182; number 4, C, carries -0.204

***

Which of these has the highest net charge? C34H38BN4P2PdS

***

Which of these has the highest net charge? C34H38BN4P2PdS